[1]
The following is a DFT calculation (ωB97M-V/def2-TZVPD) of the molecule CH3F3NPS3.

The total energy comes out at -1930.19962 a.u. The calculation puts the HOMO energy at -8.84 eV. As for the spin multiplicity: 1. The relative energy (zero: lowest compared OMol25 entry of this formula, charge and spin) comes out at 0.0000 eV. The HOMO-LUMO gap is 0.3190 Ha. As for the SMILES: FC(F)(F)NP(S)SS.

Structure (XYZ):
```
12
Properties=species:S:1:pos:R:3:forces:R:3
F 2.676775 0.101229 0.946390 -0.3 -1.0 0.1
C 1.751584 -0.261021 -0.019621 2.4 1.5 2.0
F 1.803462 0.814284 -0.798705 -0.8 -0.2 -1.1
F 2.284942 -1.318920 -0.633942 -0.2 -0.1 -0.4
N 0.515040 -0.461505 0.587958 -1.3 -3.0 0.1
P -0.776250 -0.270144 -0.623975 -0.6 0.9 0.1
S -1.937002 -2.059162 -0.463684 -0.2 1.1 2.5
S -2.277826 1.019545 0.449521 0.4 -1.4 0.4
S -2.053973 3.050871 0.328875 -0.2 0.0 -1.0
H 0.528843 -1.459489 1.070793 -0.2 2.8 -1.1
H -1.673407 -2.431642 -1.649827 0.5 -0.5 -2.1
H -0.842190 3.275950 0.806218 0.5 -0.2 0.5
```
Forces are in eV/Å.

[2]
The following is a DFT calculation (ωB97M-V/def2-TZVPD) of a structure of composition C10H7Br4N2O5Os.

The total energy comes out at -11257.41803 a.u. The calculation puts the HOMO energy at -3.73 eV. As for the spin multiplicity: 1. The HOMO-LUMO gap is 0.2031 Ha. As for the charge: -1.

Structure (XYZ):
```
29
Properties=species:S:1:pos:R:3:forces:R:3
Os -0.919254 -0.002828 -0.581856 2.1 0.0 -3.1
N 0.442665 -0.920848 -1.730887 2.6 -0.1 -0.5
C -0.519596 -1.415586 -2.684056 0.3 -1.4 -1.9
C -1.872074 -1.636473 -1.994578 0.4 -1.8 -1.3
O -2.358352 -2.768618 -1.923416 -0.1 0.0 0.2
N -2.395817 -0.468250 -1.600267 -3.5 -0.2 -0.2
C -3.310491 -0.554340 -0.448275 -2.2 0.3 -0.1
C -3.077016 0.584897 0.572594 -5.3 0.7 1.8
O -4.122757 0.985501 1.183235 2.8 -0.7 -1.2
O -1.883942 0.976460 0.742039 -2.6 1.6 1.8
H 1.152058 -0.224121 -2.052809 -0.8 -0.8 -0.3
H 0.973267 -1.613808 -1.155756 -0.8 0.2 -0.9
H -0.174223 -2.361324 -3.114330 -0.2 -0.1 -0.1
H -0.651609 -0.709887 -3.512195 0.2 0.1 0.3
H -3.212715 -1.485525 0.125149 0.1 0.0 -0.4
H -4.352150 -0.503268 -0.790346 0.0 0.1 0.3
Br 4.571902 3.078616 2.204277 -0.6 -0.5 -0.2
C 3.140196 1.848194 1.805283 -0.2 0.4 -0.6
C 2.988562 0.679063 2.559617 -0.4 -0.6 0.1
Br 4.210422 0.292329 4.001914 -0.6 0.2 -0.6
C 1.937294 -0.209607 2.255296 0.7 0.6 0.3
Br 1.736112 -1.834580 3.312718 -0.2 1.1 -1.1
C 0.998941 0.026189 1.194586 5.8 -2.8 7.7
O 0.046606 -0.796029 0.932079 0.4 -1.9 1.6
C 1.156160 1.237782 0.412930 7.2 7.0 1.5
O 0.344439 1.499181 -0.548669 0.7 2.0 -0.9
C 2.239094 2.116176 0.754824 0.6 -0.2 0.7
Br 2.460399 3.747626 -0.288697 -0.5 -1.3 0.5
H 0.451880 0.433076 0.369595 -5.6 -1.6 -3.6
```
Forces are in eV/Å.

[3]
The following is a DFT calculation (ωB97M-V/def2-TZVPD) of a structure of composition C22H53ClOP2Pt.

The total energy comes out at -2207.20503 a.u. The calculation puts the HOMO energy (alpha / beta) at -4.12 / -7.14 eV. As for the spin multiplicity: 5. The relative energy (zero: lowest compared OMol25 entry of this formula, charge and spin) comes out at 1.0503 eV. As for the expectation value of S²: 6.01. The HOMO-LUMO gap (alpha / beta) is 0.1618 / 0.1989 Ha.

Structure (XYZ):
```
80
Properties=species:S:1:pos:R:3:forces:R:3
Pt -0.047536 -1.079155 0.238379 0.2 1.7 0.1
Cl -0.370631 -0.212542 -2.153442 -0.1 0.7 -1.0
P -0.401497 -2.940621 -0.936407 0.0 0.3 1.0
C 0.714180 -3.386049 -2.348093 -0.1 0.0 -0.2
C -0.080028 -3.946099 0.609044 -0.2 -0.6 -0.6
C -2.144357 -2.978615 -1.580669 0.2 -0.2 -0.3
C 2.068270 -2.655137 -2.427503 0.1 0.2 0.1
H 0.109292 -3.055723 -3.207834 0.2 -0.1 0.1
C 0.940388 -4.892084 -2.436707 0.0 -0.2 -0.3
H 1.481302 -5.271187 -1.559359 -0.1 0.1 -0.2
H 1.541213 -5.100910 -3.333574 -0.1 -0.1 0.2
H -0.001216 -5.443627 -2.536244 0.2 0.0 0.1
H 1.963037 -1.562016 -2.413958 -0.1 -0.4 0.2
H 2.575060 -2.913588 -3.376819 -0.3 -0.1 0.4
H 2.726225 -2.961379 -1.599044 -0.2 0.2 -0.3
H -2.014081 -2.391438 -2.509157 0.0 -0.1 0.4
C -3.159974 -2.205172 -0.721076 -0.1 0.1 0.0
C -2.665031 -4.361545 -1.983086 -0.2 0.0 -0.1
H -2.113817 -4.759599 -2.842020 -0.1 0.0 0.2
H -3.715522 -4.247559 -2.292374 0.2 -0.2 0.1
H -2.620994 -5.095652 -1.165882 0.0 0.2 -0.1
H -2.796241 -1.214985 -0.400860 0.1 -0.5 -0.1
H -3.462103 -2.766087 0.175429 0.1 0.1 -0.3
H -4.059141 -2.023064 -1.333876 0.2 -0.2 0.2
C 1.272749 -3.539649 1.209298 0.3 0.0 -0.1
H -0.124110 -4.987640 0.290378 0.1 -0.4 0.6
C -1.120755 -3.591635 1.668444 -0.4 -0.1 0.1
H 2.118609 -3.656228 0.530149 0.0 -0.1 0.0
H 1.483462 -4.099498 2.127743 -0.1 -0.1 -0.1
H 1.238332 -2.465179 1.491834 0.2 -0.6 0.0
H -1.066949 -2.504073 1.866871 -0.2 -0.6 0.0
H -0.912392 -4.101654 2.616663 0.1 -0.1 -0.2
H -2.142692 -3.826971 1.376105 0.0 -0.1 0.0
H 1.537164 -0.996184 -0.174627 0.7 0.7 -0.2
H -1.220586 0.054838 0.399855 -0.4 0.9 -0.1
P 0.500431 3.630078 -1.031565 0.3 -1.7 0.9
C -0.909360 3.729863 -2.160959 -0.3 0.2 -0.5
C 0.416517 4.027396 0.744863 -0.3 0.2 0.4
C 2.057861 3.056859 -1.737319 0.1 -0.2 -0.7
C -2.170714 2.869048 -1.952898 0.0 -0.2 0.1
H -0.474460 3.426317 -3.127422 0.1 0.0 0.3
C -1.183879 5.242212 -2.219768 -0.2 0.5 -0.2
H -1.562213 5.626863 -1.264266 -0.1 -0.1 -0.2
H -1.910037 5.467180 -3.011186 0.0 -0.1 0.2
H -0.275254 5.823389 -2.444912 -0.2 -0.2 0.0
H -1.959385 1.804800 -2.105373 0.1 0.2 0.1
H -2.940639 3.156773 -2.685322 0.3 0.1 0.1
H -2.602756 2.986776 -0.957391 0.0 0.1 -0.1
H 1.725350 2.481921 -2.619861 0.0 0.2 0.2
C 2.981918 2.111430 -0.958750 0.1 -0.1 0.2
C 2.745181 4.351286 -2.207334 0.4 0.2 -0.2
H 2.195629 4.831618 -3.022272 0.0 -0.1 0.0
H 3.755404 4.130082 -2.564883 -0.1 0.0 0.0
H 2.818420 5.114236 -1.422538 0.1 -0.3 0.1
H 2.456833 1.252196 -0.526873 -0.1 0.2 0.0
H 3.553568 2.616589 -0.173417 -0.2 -0.1 -0.2
H 3.706875 1.706088 -1.673847 -0.1 0.1 0.0
C -0.832230 3.507783 1.480997 -0.7 0.1 0.0
H 0.428949 5.132912 0.638122 -0.1 -0.3 0.6
C 1.552451 3.513972 1.647075 0.5 -0.2 -0.1
H -1.725323 3.372920 0.858650 0.2 0.3 0.2
H -1.048239 4.188291 2.326502 0.0 -0.3 -0.4
H -0.583264 2.521868 1.902396 -0.3 0.3 -0.4
H 1.350223 2.460775 1.890447 0.2 0.2 -0.3
H 1.523218 4.060972 2.607558 0.0 -0.1 -0.5
H 2.555498 3.564061 1.225732 -0.1 0.3 0.1
C -1.515742 -0.053853 3.451333 -0.5 0.1 0.3
C 0.002146 -0.067619 3.346688 0.4 0.5 -0.3
C 0.482781 1.162986 4.103362 0.0 0.2 0.6
C 0.578371 -1.275727 4.081907 0.2 -0.3 0.2
O 0.500769 0.063455 2.046089 0.0 -0.4 0.4
H -1.790474 -0.062294 4.516721 -0.1 0.0 -0.2
H -2.005588 -0.905748 2.976875 0.1 0.0 -0.1
H -1.927998 0.866863 3.016041 0.1 -0.2 0.0
H 0.210130 1.075642 5.159990 0.1 0.2 0.1
H 1.563162 1.255245 4.011163 0.1 0.0 0.0
H 0.021456 2.069887 3.712131 0.0 0.0 0.1
H 0.323074 -2.232551 3.619568 0.0 0.2 0.0
H 1.674871 -1.196733 4.121950 -0.2 0.0 -0.1
H 0.206817 -1.288366 5.114376 0.1 -0.1 -0.1
```
Forces are in eV/Å.

[4]
The following is a DFT calculation (ωB97M-V/def2-TZVPD) of a structure of composition C27H24BCo2F3O8S.

The total energy comes out at -5133.20660 a.u. The calculation puts the HOMO energy at -7.03 eV. As for the spin multiplicity: 1. The relative energy (zero: lowest compared OMol25 entry of this formula, charge and spin) comes out at 1.1499 eV. The HOMO-LUMO gap is 0.0809 Ha.

Structure (XYZ):
```
66
Properties=species:S:1:pos:R:3:forces:R:3
C -3.040916 5.699315 -1.629710 -0.2 0.1 -0.1
C -2.405128 4.446874 -1.150864 0.5 -0.8 0.8
C -2.211063 4.025181 0.148743 0.1 -0.1 -0.6
C -1.501072 2.761942 0.249545 -0.5 0.9 -0.7
C -1.184371 2.235450 -0.981599 0.2 0.2 -0.3
B -0.373681 0.899739 -1.522989 0.9 2.7 0.1
C 1.247514 1.279249 -1.645595 -1.1 -0.3 0.2
C 2.086509 1.143612 -0.547178 1.2 0.3 -0.2
C 3.472560 1.345916 -0.678628 -0.8 -0.1 0.2
C 3.983282 1.730411 -1.910144 0.6 -0.2 0.0
C 5.466709 1.954031 -2.065940 -0.1 0.2 -0.1
F 5.915617 1.550642 -3.291769 -0.1 0.4 0.8
F 5.777017 3.287347 -1.942372 0.1 -1.0 -0.1
F 6.197559 1.282213 -1.129896 -0.3 0.5 -0.6
C 3.154995 1.916923 -3.008471 -0.8 -0.1 0.1
C 1.776498 1.688213 -2.866437 1.0 0.3 -0.3
O -0.623223 -0.142409 -0.584660 -0.4 -1.3 0.6
C -1.219563 -1.219828 -1.284486 0.3 0.3 -0.5
C -0.079808 -2.192065 -1.595434 -0.1 -0.2 -0.3
C -2.263643 -1.876225 -0.396692 -0.3 -0.1 -0.3
C -1.783655 -0.501159 -2.615289 0.2 -0.4 0.0
C -1.810401 -1.373226 -3.869146 0.0 -0.2 0.2
C -3.165461 0.094356 -2.417040 -0.5 -0.1 0.2
O -0.863652 0.550880 -2.837329 -0.1 -1.0 0.1
S -1.760236 3.277783 -2.258191 0.1 0.1 0.8
H -3.352647 6.300981 -0.770120 0.0 0.0 -0.2
H -2.331281 6.277688 -2.239439 -0.3 -0.1 0.1
H -3.929512 5.465777 -2.232492 0.2 0.2 0.0
H -2.567681 4.619756 0.989707 0.1 -0.2 -0.1
H -1.251261 2.312570 1.205805 0.0 0.0 -0.2
H 1.692017 0.899727 0.439100 -0.1 -0.1 -0.2
H 4.136234 1.202271 0.169952 -0.1 0.1 -0.1
H 3.569608 2.227365 -3.964238 0.0 -0.1 0.2
H 1.137580 1.848096 -3.735362 0.0 -0.2 0.3
H -0.462213 -3.137003 -2.000340 0.2 0.1 -0.1
H 0.613685 -1.723741 -2.309078 -0.1 -0.2 0.2
H 0.469566 -2.415439 -0.670613 -0.1 0.2 -0.2
H -2.639127 -2.790371 -0.870951 0.0 0.1 0.1
H -1.841162 -2.133200 0.581605 0.1 0.0 -0.2
H -3.106716 -1.202340 -0.225307 0.1 -0.1 0.0
H -2.495601 -2.219148 -3.725389 0.1 0.1 -0.1
H -2.172564 -0.765313 -4.707552 0.1 -0.1 0.2
H -0.814862 -1.748880 -4.130065 -0.2 0.1 0.1
H -3.914204 -0.701482 -2.338290 0.0 0.1 0.0
H -3.218395 0.730914 -1.528931 0.0 -0.1 -0.1
H -3.409356 0.706854 -3.290381 0.1 0.0 0.1
O -1.676402 -2.796682 6.960998 2.4 0.0 -1.4
C -0.732915 -2.827545 6.296509 -3.6 0.0 1.5
Co 0.657331 -2.899596 5.241510 -0.5 -0.4 -2.2
C 1.532013 -1.462658 5.776643 2.2 2.7 0.8
O 2.083683 -0.567058 6.253465 -1.4 -2.0 -1.0
C 1.287465 -4.228314 6.231360 2.2 -2.8 2.1
O 1.693904 -5.089641 6.884877 -1.2 2.1 -1.6
C -0.636822 -2.413368 3.759199 -3.3 0.5 1.4
C -0.524325 -1.387597 2.834527 -1.9 1.0 0.9
C -1.016251 -0.254314 2.293101 0.6 -0.1 0.3
Co 0.833491 -2.592649 2.731737 2.6 -1.8 1.2
C 2.141843 -1.501866 2.289196 4.6 3.5 -2.9
O 3.051113 -0.810799 2.079231 -3.3 -2.4 1.0
C 0.638077 -3.868711 1.479110 -0.5 -2.3 -2.9
O 0.494764 -4.707205 0.695316 0.5 2.7 2.8
C 2.116124 -3.564286 3.647437 2.6 -2.0 0.9
O 3.120981 -4.156775 3.710490 -2.5 1.5 -0.1
H -1.594860 -2.932738 3.892385 0.4 0.0 -0.4
H -0.498952 0.140879 1.430077 -0.5 0.0 -0.4
H -1.874733 0.300674 2.696780 0.5 -0.3 0.1
```
Forces are in eV/Å.

[5]
The following is a DFT calculation (ωB97M-V/def2-TZVPD) of a structure of composition C4H5NO2S.

The total energy comes out at -758.64683 a.u. The calculation puts the HOMO energy at -8.93 eV. As for the spin multiplicity: 1. The relative energy (zero: lowest compared OMol25 entry of this formula, charge and spin) comes out at 6.3480 eV. The HOMO-LUMO gap is 0.3309 Ha.

Structure (XYZ):
```
13
Properties=species:S:1:pos:R:3:forces:R:3
C -1.280059 -0.355246 1.354781 -2.2 -0.9 0.5
C 0.228058 -1.056887 -0.497847 -4.1 -1.8 -0.9
C 0.981310 0.146338 -1.230261 1.4 -3.1 -1.6
C 0.775337 1.335207 -0.163809 -3.6 -1.6 -5.1
H -1.711683 -1.352749 1.189570 -0.5 0.3 0.1
H 0.531871 -2.385975 -0.643263 -0.5 4.8 0.7
H -0.962855 -0.947841 -0.988785 3.5 -0.7 0.8
H -0.242675 1.839596 -0.562364 2.0 -0.7 1.5
H 1.576200 1.931897 -0.072549 2.6 2.8 -0.5
N -0.050273 -0.507789 0.889933 2.9 1.0 -1.4
O 1.556910 -0.123087 -2.297381 -1.7 2.1 3.2
O 0.799694 0.655125 0.974729 -1.1 -1.7 3.3
S -2.201834 0.821411 2.047247 1.2 -0.5 -0.4
```
Forces are in eV/Å.

[6]
The following is a DFT calculation (ωB97M-V/def2-TZVPD) of a structure of composition C33H31IrN5O3.

The total energy comes out at -1879.94773 a.u. The calculation puts the HOMO energy (alpha / beta) at -7.48 / -8.12 eV. As for the spin multiplicity: 2. The relative energy (zero: lowest compared OMol25 entry of this formula, charge and spin) comes out at 1.1193 eV. As for the expectation value of S²: 0.79. The HOMO-LUMO gap (alpha / beta) is 0.2713 / 0.2603 Ha.

Structure (XYZ):
```
73
Properties=species:S:1:pos:R:3:forces:R:3
Ir -0.258109 0.359268 0.217496 -0.2 0.0 0.2
C 3.063190 2.808907 1.431546 0.0 0.0 0.0
C 4.067464 2.386043 0.573959 0.0 0.0 0.0
C 3.809521 1.359864 -0.312811 0.0 0.0 0.0
C 2.555158 0.765202 -0.329207 0.0 0.0 0.0
N 1.584616 1.194553 0.505586 0.0 0.2 -0.2
C 1.833433 2.188691 1.359247 0.0 -0.1 0.1
C 2.139496 -0.336930 -1.194413 0.0 0.0 0.0
C 2.999599 -1.046922 -2.025298 0.0 0.0 0.0
C 2.533799 -2.152974 -2.715393 0.0 0.0 0.0
C 1.217130 -2.563025 -2.546558 0.0 0.0 0.0
C 0.353180 -1.859015 -1.717470 0.0 0.0 0.0
C 0.798938 -0.720024 -1.056252 0.0 0.0 0.0
H 3.222288 3.602643 2.146807 0.0 0.0 0.0
H 5.043523 2.852524 0.598181 0.0 0.0 0.0
H 4.574821 1.010876 -0.990231 0.0 0.0 0.0
H 1.016811 2.465233 2.010383 0.0 0.0 0.0
H 4.040060 -0.760434 -2.114088 0.0 0.0 0.0
H 3.201460 -2.714799 -3.354818 0.0 0.0 0.0
H 0.860537 -3.451472 -3.052988 0.0 0.0 0.0
H -0.660274 -2.209777 -1.574402 0.0 0.0 0.0
O -0.600483 2.026390 -1.016888 0.3 -0.1 -0.2
C -1.277557 2.394452 -1.983053 -0.1 0.1 0.1
C -0.967216 3.712758 -2.617679 0.0 0.0 0.0
C 0.084199 3.353145 -3.697857 0.0 0.0 0.0
C -0.281676 2.205952 -4.660644 0.0 0.0 0.0
C -0.298851 0.785105 -4.061185 0.0 0.0 0.0
C -1.590893 0.417209 -3.316881 0.0 0.0 0.0
N -2.155406 1.618724 -2.665560 0.0 0.0 0.0
H -0.555873 4.414395 -1.895481 0.0 0.0 0.0
H -1.855708 4.144024 -3.083013 0.0 0.0 0.0
H 1.014591 3.092884 -3.185611 0.0 0.0 0.0
H 0.282997 4.253311 -4.281351 0.0 0.0 0.0
H 0.468389 2.220703 -5.453289 0.0 0.0 0.0
H -1.234759 2.422879 -5.158295 0.0 0.0 0.0
H 0.553936 0.673606 -3.384032 0.0 0.0 0.0
H -0.144181 0.056054 -4.858398 0.0 0.0 0.0
H -1.422333 -0.350488 -2.572453 0.0 0.0 0.0
H -2.358545 0.056317 -3.999975 0.0 0.0 0.0
H -2.664748 2.171704 -3.339415 0.0 0.0 0.0
C -2.445397 1.991308 1.593219 0.2 0.0 0.0
C -1.751369 1.699529 2.774353 0.0 0.0 0.1
C -0.928083 2.669995 3.409760 0.0 0.0 0.0
C -0.240448 2.368132 4.562743 0.0 0.0 0.0
C -0.340563 1.096025 5.129540 0.0 0.0 0.0
C -1.159090 0.135016 4.539792 0.0 0.0 0.0
C -1.861982 0.425932 3.392948 0.0 0.0 0.0
H -2.361196 2.965706 1.130246 0.0 0.0 0.0
H -3.158795 1.293428 1.184165 0.0 0.0 0.0
H -0.865293 3.662591 2.977041 0.0 0.0 0.0
H 0.378022 3.121003 5.035486 0.0 0.0 0.0
H 0.212859 0.859347 6.028358 0.0 0.0 0.0
H -1.236056 -0.851340 4.978089 0.0 0.0 0.0
H -2.486952 -0.326261 2.927841 0.0 0.0 0.0
N -2.040385 -0.535741 -0.145783 0.1 -0.2 0.0
C -2.998951 -1.182300 0.007600 -0.1 0.2 0.0
N -4.004123 -1.938884 0.212053 0.0 -0.1 -0.1
C -5.227230 -1.528168 -0.098479 0.0 0.0 0.0
N -6.319309 -1.230544 -0.337018 0.0 0.0 0.0
O 2.169905 -1.547990 1.514556 0.0 0.0 -0.1
C 1.006567 -1.871766 1.673394 0.1 0.2 0.2
O -0.019403 -1.055557 1.610032 -0.2 -0.2 -0.2
C 0.624116 -3.287106 1.998152 0.0 0.0 0.0
C 1.628989 -4.237838 2.143168 0.0 0.0 0.0
C 1.303052 -5.558913 2.403286 0.0 0.0 0.0
C -0.029516 -5.935966 2.517713 0.0 0.0 0.0
C -1.034849 -4.990337 2.372586 0.0 0.0 0.0
C -0.709086 -3.666979 2.112735 0.0 0.0 0.0
H 2.658100 -3.919238 2.044552 0.0 0.0 0.0
H 2.086254 -6.297822 2.515549 0.0 0.0 0.0
H -0.283594 -6.969339 2.717892 0.0 0.0 0.0
H -2.074171 -5.280924 2.455623 0.0 0.0 0.0
H -1.484548 -2.922554 1.990592 0.0 0.0 0.0
```
Forces are in eV/Å.